C3H6IN4O4 | the ωB97M-V functional and the def2-TZVPD basis

Cartesian coordinates (Å):
C1 -0.3761 -2.0593 -0.4926
N1 0.7450 -1.1810 -0.1244
C2 0.7922 0.0895 0.1047
N2 1.9379 0.7055 0.4407
I1 3.8052 0.0755 -0.0418
C3 -0.4002 0.8913 0.0582
N3 -0.3511 2.3175 -0.4685
O1 0.7051 2.9011 -0.2719
O2 -1.2544 2.7902 -1.0690
N4 -1.6508 0.4502 0.3376
O3 -2.6762 1.0237 0.0617
O4 -1.7976 -0.5292 1.2382
H1 0.1151 -2.7814 -0.9990
H2 -0.8911 -2.3556 0.3979
H3 -1.0837 -1.5189 -1.0846
H4 1.6234 -1.6572 -0.3314
H5 1.8472 1.6941 0.5149
H6 -1.0899 -0.8561 1.7293

Force components x, y, z for each atom (eV/Å):
C -0.5 2.9 1.5
N 0.5 -1.9 -0.7
C 0.8 1.5 0.9
N -0.3 -1.2 -0.5
I -0.1 -0.1 0.1
C -1.1 1.2 -0.7
N 1.0 -0.5 -0.1
O 0.3 -0.2 0.5
O -1.0 -0.2 -0.2
N 0.1 2.5 0.6
O 1.0 -1.2 0.0
O -3.9 -0.5 -0.9
H 0.7 -2.8 -1.7
H -0.1 -0.9 0.2
H -0.4 0.1 -0.7
H 0.1 0.5 0.7
H 0.0 1.0 0.0
H 2.9 -0.1 1.1

As for the spin multiplicity: 1. The SMILES is CN/C(NI)=C(/[N+](=O)[O-])[N+](=O)O. Its HOMO energy (spin up / spin down) is -0.5107 / -0.5107 Eh. The calculated total energy is -25444.1103 eV. The calculation puts the HOMO-LUMO gap (spin up / spin down) at 8.3047 / 8.3059 eV. The net charge is +1. The energy above the lowest of the compared OMol25 structures with the same formula, charge and spin comes out at 2.6 kcal per mole.

These are the natural (NBO) partial charges, in e, on atoms 1 to 6: -0.39 -0.52 0.45 -0.71 0.46 -0.02

=====

C52H116O36P4S10 | the ωB97M-V functional and the def2-TZVPD basis

Cartesian coordinates (Å):
C1 -3.8026 -0.7929 6.5221
O1 -5.0016 -0.3491 7.2603
P1 -6.0288 0.6799 6.6475
O2 -5.6248 2.1032 6.3777
O3 -6.5817 0.0139 5.3745
C2 -7.5576 0.5636 4.4399
O4 -7.2084 0.5556 7.6956
C3 -6.9025 0.7022 9.0627
H1 -3.0834 -1.1127 7.2529
H2 -3.3535 0.0039 5.8971
H3 -4.0412 -1.6551 5.9799
H4 -8.5901 0.3846 4.7868
H5 -7.5027 0.0256 3.4992
H6 -7.3220 1.6180 4.3331
H7 -6.1477 -0.0427 9.3473
H8 -7.8460 0.7400 9.6166
H9 -6.4854 1.7159 9.1164
C4 -1.6576 -1.5959 -5.3514
O5 -2.4533 -2.2895 -4.4080
P2 -3.7913 -1.8607 -3.7324
O6 -3.7314 -1.5057 -2.3077
O7 -4.6802 -3.1020 -3.9909
C5 -6.0477 -3.1377 -3.6175
O8 -4.2746 -0.6569 -4.7235
C6 -5.2272 0.2786 -4.2126
H10 -1.6589 -2.0863 -6.3090
H11 -0.6120 -1.8153 -5.0404
H12 -1.7756 -0.5183 -5.3962
H13 -6.2238 -2.4330 -2.7744
H14 -6.2925 -4.1741 -3.3922
H15 -6.6620 -2.7060 -4.4282
H16 -6.1112 -0.2764 -3.6355
H17 -5.6712 0.9348 -4.9804
H18 -4.8105 0.9305 -3.4812
C7 -3.8710 4.8831 -0.9208
O9 -4.1696 5.1163 0.4548
P3 -3.6369 4.0643 1.5220
O10 -3.3581 2.7188 0.9333
O11 -2.3323 4.5696 2.2897
C8 -2.4171 5.8249 3.0961
O12 -4.8038 4.3035 2.5628
C9 -4.9693 3.2254 3.5957
H19 -4.8197 4.8353 -1.3892
H20 -3.2648 3.9876 -1.0508
H21 -3.3110 5.7107 -1.3368
H22 -2.6824 6.6106 2.4923
H23 -1.3627 6.0113 3.4916
H24 -3.1640 5.6971 3.8973
H25 -4.2857 3.3768 4.4025
H26 -4.8270 2.2031 3.0830
H27 -5.9857 3.3520 3.9359
C10 -1.9656 1.1536 -2.1355
O13 -0.5522 1.4437 -1.9939
P4 0.2790 0.6270 -0.8688
O14 1.6670 1.1354 -0.7653
O15 -0.5982 0.5895 0.3953
C11 -0.0398 0.5976 1.7497
O16 0.2026 -0.8518 -1.4404
C12 0.7195 -1.0527 -2.7733
H28 -2.3280 1.8857 -2.8659
H29 -2.4651 1.2539 -1.1938
H30 -2.0955 0.1503 -2.4912
H31 -0.6164 1.3876 2.2050
H32 0.9901 0.9463 1.7292
H33 -0.2675 -0.3661 2.2033
H34 0.6444 -2.1389 -2.9133
H35 1.7223 -0.6370 -2.8956
H36 0.0674 -0.5297 -3.4674
C13 5.4615 -0.4528 4.2271
C14 4.2589 0.0570 5.0430
C15 3.1358 -1.0286 4.8965
S1 4.0694 -2.5739 4.8401
O17 3.5354 -3.3544 3.7555
O18 4.1535 -3.2230 6.1417
C16 5.7501 -1.9305 4.4057
H37 6.3797 0.0719 4.5628
H38 5.4229 -0.1256 3.1271
H39 3.9095 1.0145 4.7487
H40 4.3888 0.1676 6.1073
H41 2.7306 -0.9277 3.9134
H42 2.3769 -0.9839 5.6248
H43 6.1876 -2.3631 3.4940
H44 6.4520 -2.1442 5.2378
C17 1.5355 1.7279 -6.4890
C18 1.7351 3.1339 -7.0809
C19 0.3964 3.9376 -7.0347
S2 -0.1865 3.5824 -5.3385
O19 -1.6020 3.4327 -5.1423
O20 0.4747 4.6930 -4.5888
C20 0.6394 1.9680 -5.2559
H45 2.4705 1.3012 -6.0592
H46 0.9955 1.1685 -7.1833
H47 2.0972 3.0960 -8.0949
H48 2.6012 3.6443 -6.5547
H49 -0.3540 3.3535 -7.6296
H50 0.3975 4.9977 -7.2073
H51 -0.2558 1.3678 -5.0371
H52 1.1430 2.0153 -4.2544
C21 2.6915 5.3970 3.0504
C22 2.1865 4.5898 1.8453
C23 3.1720 3.3807 1.5709
S3 4.7317 4.0805 2.0472
O21 5.3499 4.3436 0.7155
O22 5.4997 3.2287 2.9351
C24 4.2012 5.5620 2.9255
H53 2.3428 4.9546 4.0039
H54 2.2785 6.3659 3.0441
H55 2.1550 5.3498 1.0349
H56 1.1598 4.1828 1.9704
H57 3.3350 3.1206 0.4802
H58 2.9041 2.4768 2.1155
H59 4.4292 6.4400 2.3076
H60 4.8448 5.6885 3.7765
C25 0.9242 -4.7371 5.4535
C26 0.2518 -5.0467 4.1574
C27 0.1264 -3.7233 3.4337
S4 -0.4987 -2.6584 4.7919
O23 -1.9563 -2.6680 4.8183
O24 0.2751 -1.4406 4.7509
C28 0.0891 -3.6774 6.1341
H61 1.9269 -4.3980 5.3011
H62 1.0449 -5.5940 6.1303
H63 -0.7206 -5.5466 4.2714
H64 0.9151 -5.7395 3.5587
H65 -0.6690 -3.7288 2.6885
H66 1.0907 -3.2674 3.1290
H67 -0.7701 -4.1942 6.5353
H68 0.6999 -3.1912 6.9240
C29 2.3191 5.5363 -1.7268
C30 1.4732 4.2902 -1.4250
C31 0.0035 4.6227 -1.1132
S5 -0.0721 6.4364 -0.8403
O25 0.0941 6.7883 0.5295
O26 -1.1958 7.0654 -1.4631
C32 1.4035 6.7767 -1.8013
H69 2.9287 5.4540 -2.6409
H70 3.0710 5.5498 -0.8807
H71 1.8260 3.7463 -0.5760
H72 1.4082 3.6344 -2.3200
H73 -0.4101 4.1827 -0.2156
H74 -0.7010 4.2711 -1.9576
H75 1.8017 7.6899 -1.4130
H76 1.1616 6.8420 -2.8466
C33 -5.6652 -1.1064 1.1840
C34 -5.7265 -2.1574 2.3326
C35 -4.3613 -2.0711 2.9569
S6 -3.2910 -2.0128 1.6232
O27 -3.3913 -3.2598 0.8157
O28 -1.9866 -1.5905 2.0628
C36 -4.2170 -0.8175 0.6919
H77 -6.0775 -0.1679 1.5547
H78 -6.2911 -1.4391 0.3795
H79 -5.9437 -3.1251 1.8893
H80 -6.5025 -1.9473 3.0662
H81 -3.9616 -2.7664 3.6905
H82 -4.2327 -1.0969 3.4694
H83 -4.0800 -1.1023 -0.3650
H84 -3.8524 0.2054 0.9518
C37 3.8451 -3.2595 -3.9659
C38 3.7084 -4.4155 -5.0364
C39 2.6541 -3.9825 -5.9846
S7 2.6839 -2.1931 -6.0938
O29 1.3384 -1.7940 -5.7257
O30 3.4229 -1.7779 -7.2572
C40 3.7342 -1.9605 -4.6884
H85 4.7034 -3.3835 -3.2870
H86 3.0593 -3.3340 -3.2096
H87 3.3357 -5.3590 -4.5971
H88 4.6753 -4.4596 -5.5761
H89 1.6526 -4.3183 -5.7148
H90 2.8666 -4.3638 -6.9539
H91 3.2630 -1.1777 -3.9969
H92 4.6366 -1.4801 -5.1099
C41 -2.4250 -5.3116 -2.1223
C42 -1.9178 -6.7032 -2.6478
C43 -0.7177 -6.4476 -3.5660
S8 0.1866 -5.1761 -2.7907
O31 0.7478 -4.3277 -3.7587
O32 1.0128 -5.7301 -1.7657
C44 -1.2855 -4.3443 -1.9877
H93 -2.8660 -5.4987 -1.1798
H94 -3.1236 -4.8180 -2.8156
H95 -2.7065 -7.2297 -3.1292
H96 -1.6299 -7.3625 -1.8114
H97 -0.9994 -5.9181 -4.4919
H98 -0.1238 -7.3461 -3.6878
H99 -1.4843 -3.3943 -2.4837
H100 -0.9846 -4.1140 -1.0152
C45 2.8359 -4.4173 0.7218
C46 1.9195 -3.2283 0.2050
C47 2.6233 -1.9332 0.7701
S9 4.3869 -2.3067 0.4886
O33 5.2280 -1.5182 1.3693
O34 4.5018 -2.2476 -0.9463
C48 4.2769 -4.0066 0.9534
H101 2.7540 -5.3407 0.1358
H102 2.3486 -4.7582 1.6487
H103 0.9032 -3.2628 0.6487
H104 1.8700 -3.3195 -0.8889
H105 2.5785 -1.8780 1.8441
H106 2.3156 -0.9948 0.3148
H107 4.6080 -3.9601 1.9760
H108 4.9369 -4.5832 0.3202
C49 6.0853 0.4514 -2.1735
C50 6.0086 1.6570 -1.2390
C51 4.7620 2.3926 -1.7909
S10 4.8311 2.2308 -3.5563
O35 5.2597 3.5580 -4.0129
O36 3.6719 1.6119 -4.1594
C52 6.1780 1.0811 -3.5376
H109 5.2705 -0.2201 -1.9171
H110 6.9856 -0.1555 -2.0333
H111 6.8741 2.3083 -1.3561
H112 5.9272 1.4679 -0.1437
H113 4.8061 3.4617 -1.5148
H114 3.7655 2.0876 -1.4300
H115 7.0935 1.6393 -3.6472
H116 5.9468 0.3347 -4.2525

Force components x, y, z for each atom (eV/Å):
C -0.1 1.5 0.8
O 0.9 0.0 -0.9
P 0.2 2.9 0.4
O 0.0 -2.0 0.6
O -1.0 -1.5 -1.8
C 0.0 -0.1 0.8
O -0.4 -0.8 -1.0
C 0.4 1.4 0.2
H 0.3 0.2 0.5
H -0.5 -0.4 0.3
H -0.5 -1.0 -1.1
H 0.6 0.3 0.3
H 0.6 0.0 0.0
H -0.3 0.0 -0.2
H -0.6 0.1 0.4
H 0.4 -0.6 0.0
H 0.3 -0.2 0.7
C 2.7 -0.5 0.3
O -0.7 -0.3 0.4
P 0.6 1.9 -0.4
O -0.1 0.1 -0.4
O -0.3 -1.0 -0.8
C -0.6 1.3 0.3
O -0.1 -0.5 0.7
C -2.6 -1.0 1.1
H -0.8 0.0 -0.6
H -0.8 0.5 -0.1
H -0.5 0.0 0.0
H 0.1 -0.9 0.0
H -0.2 0.3 0.0
H 0.2 -0.6 0.1
H 1.7 1.1 -1.4
H 0.4 -0.8 -0.1
H 0.7 0.4 0.6
C 0.8 0.3 -0.1
O 0.9 -0.1 0.8
P 0.2 -0.6 -0.8
O -0.5 1.1 1.0
O -0.3 1.2 0.3
C 1.8 -2.5 1.4
O -0.1 -1.7 1.0
C -0.2 -0.4 -2.2
H -0.8 -0.4 -0.8
H -0.3 -0.2 -0.1
H 0.1 0.4 0.1
H -0.6 1.8 -1.6
H -1.6 -0.4 -0.5
H 0.5 0.0 -0.3
H 0.5 0.0 0.4
H -0.2 1.6 0.9
H -0.1 -0.1 0.2
C 0.6 0.6 -0.6
O 0.3 -0.1 1.2
P 0.7 0.5 -2.2
O -0.7 -0.1 0.3
O 0.0 -0.2 0.7
C -0.8 0.6 -0.6
O 0.1 -0.1 0.4
C -0.5 -0.3 0.3
H 0.0 -0.2 0.2
H -0.4 0.2 0.6
H -0.1 -0.5 -0.2
H -0.2 0.0 0.6
H 0.2 -0.5 -0.1
H 0.5 0.3 0.0
H 0.4 0.5 -0.3
H 0.0 -0.3 0.3
H 0.0 -0.1 -0.2
C 1.7 2.3 -0.9
C -0.8 -1.9 0.2
C 2.6 0.9 -0.9
S 0.9 -0.4 1.1
O -0.4 -0.5 -0.7
O -0.2 0.6 -0.5
C -0.6 0.0 0.3
H -0.5 0.0 0.0
H -0.5 -0.8 1.6
H -0.3 0.8 -0.8
H 0.9 -0.1 0.5
H -0.5 -0.2 -0.6
H -0.7 -0.3 0.9
H -0.7 -0.1 0.2
H -0.8 0.1 -0.2
C 0.2 1.8 2.4
C 1.3 1.4 0.5
C -0.7 -2.8 0.5
S 2.6 3.0 -0.2
O -0.5 -0.3 -0.1
O -0.8 -2.2 -0.3
C -0.8 0.4 2.2
H -0.7 0.1 -1.1
H -0.5 -1.5 -1.1
H -0.1 -0.2 -0.6
H -1.3 -0.3 -0.2
H 0.6 0.9 -0.1
H 0.1 0.3 -0.1
H 0.5 -0.5 -0.6
H 0.1 -0.1 -1.0
C -0.1 -1.2 1.2
C -0.2 -0.4 -0.6
C -0.8 1.1 -0.8
S 2.3 -1.0 -2.6
O -0.7 0.5 2.3
O -0.5 0.3 0.2
C 0.1 0.2 -1.1
H 0.6 -0.1 -0.3
H -0.8 1.2 -0.1
H 0.1 -1.0 0.1
H 0.6 0.5 0.0
H -0.4 0.3 1.4
H 0.1 0.2 0.2
H -0.1 -0.4 -0.3
H -0.1 -0.4 0.7
C 0.2 -0.8 1.1
C 1.2 -1.6 -1.7
C -0.9 0.5 0.7
S 0.1 -0.3 -0.6
O 0.8 0.2 0.2
O -0.6 0.6 0.1
C 0.6 -0.4 0.8
H 0.6 0.4 -0.3
H -0.3 0.0 -0.2
H 0.2 0.2 0.0
H -0.8 0.6 0.5
H 0.3 0.3 -0.2
H -0.6 -0.4 0.1
H -0.4 0.3 0.4
H -0.8 0.3 -0.6
C 1.1 0.2 1.5
C -1.4 -0.6 -1.4
C -1.3 0.3 -1.1
S -0.1 -0.8 -2.1
O 0.9 -0.2 1.7
O -0.8 0.0 -0.7
C 0.6 -1.2 0.3
H -0.5 -0.1 0.3
H -0.6 0.6 -0.9
H 0.5 -0.4 0.0
H 0.4 0.2 0.7
H 0.2 -0.2 0.4
H 1.1 1.1 1.1
H 0.4 0.6 0.1
H -0.7 0.5 -0.3
C -0.2 0.7 0.4
C 0.0 0.1 -0.3
C -0.2 0.4 1.8
S 0.8 -1.6 -2.7
O 0.2 1.4 1.5
O 0.2 0.0 -0.1
C 0.0 0.1 0.3
H -0.1 0.1 -0.1
H -0.3 -0.1 -0.5
H 0.2 -0.2 0.2
H -0.1 0.1 -0.1
H -0.4 -0.5 -0.2
H -0.1 -0.2 -0.4
H 0.1 0.5 0.5
H -0.3 -0.7 -0.4
C 0.1 -1.9 0.8
C 0.6 0.7 1.4
C -0.8 0.0 -1.0
S -0.1 -1.6 1.3
O 0.2 0.9 -0.9
O -0.7 0.5 -0.4
C 0.1 2.8 1.2
H 0.2 0.3 -0.8
H -0.4 0.0 -0.5
H 0.9 0.3 0.0
H -0.4 -0.6 0.4
H 0.2 0.4 0.2
H 0.1 -0.2 -1.1
H 0.6 -0.9 -1.2
H -0.1 -0.6 0.3
C 0.1 -0.6 -1.1
C 0.5 0.9 0.6
C -1.1 -0.1 -0.2
S -2.5 -0.1 2.5
O 1.4 1.7 -1.9
O 0.8 -0.4 0.8
C 1.2 -0.2 -1.7
H -0.8 0.2 0.9
H -0.1 -0.7 0.2
H -0.6 -0.3 -0.7
H 0.2 0.5 -0.2
H -0.1 -0.8 0.0
H 0.3 0.1 -0.4
H 0.2 -0.2 -0.2
H 0.5 0.1 1.7
C -1.9 -0.6 0.8
C 1.0 0.1 0.9
C 0.4 -1.4 -0.8
S -2.2 1.1 -0.3
O 0.1 -0.5 -0.6
O 1.0 0.1 -0.7
C 0.2 0.2 -0.1
H 0.1 0.6 -0.5
H 0.6 0.3 0.2
H 0.6 -0.2 -0.5
H 0.0 0.7 0.3
H -0.5 -0.1 0.6
H 0.3 0.0 -0.2
H -0.1 -0.6 0.4
H 0.4 0.1 0.0
C 1.5 -0.1 1.5
C -0.9 0.1 0.6
C -0.7 1.0 1.5
S 0.7 2.4 0.2
O -0.4 -1.3 -0.4
O -0.1 -0.1 0.2
C -1.0 -0.5 0.2
H -0.4 0.0 -0.8
H 0.0 0.1 0.2
H 0.1 0.0 -0.1
H -0.1 -0.2 -0.9
H 0.1 -0.4 -0.6
H 0.5 -0.7 -0.1
H 0.3 -0.1 -0.3
H 0.3 -0.4 -1.3

As for the spin multiplicity: 1. Its HOMO energy is -0.3568 Eh. The calculated total energy is -275027.2382 eV. The calculation puts the HOMO-LUMO gap at 9.9369 eV. The energy above the lowest of the compared OMol25 structures with the same formula, charge and spin comes out at 9.0 kcal per mole.

These are the Löwdin partial charges, in e, on atoms 1 to 6: -0.04 -0.21 0.33 -0.25 -0.21 -0.03

=====

Which of these has the lowest energy above the lowest of the compared OMol25 structures with the same formula, charge and spin? C3H6IN4O4

=====

What is the formula in the second record? C52H116O36P4S10

=====

Among the records above, which one has the lowest energy above the lowest of the compared OMol25 structures with the same formula, charge and spin? C3H6IN4O4

=====

Among the records above, which one has the highest calculated total energy? C3H6IN4O4